# 1
Computed, not measured: a structure of composition C28H56F4N3O3Si2TeV, with ωB97M-V with the def2-TZVPD basis set.

Structure (XYZ):
```
98
Properties=species:S:1:pos:R:3:forces:R:3
V -0.08883 0.95761 -0.67715 -0.43 0.68 0.29
C -3.49690 1.58565 -0.98597 0.04 0.05 0.02
O -2.43906 1.30260 -0.06490 0.02 -0.14 -0.04
C -2.69757 1.80227 1.22977 0.05 0.03 0.03
C -1.50445 1.38119 2.04278 -0.06 0.00 -0.02
O -0.29910 1.86833 1.43263 0.06 0.08 -0.19
C 0.05455 3.18207 1.92530 0.05 -0.02 0.00
C 1.30064 3.69434 1.24360 -0.07 -0.01 0.03
O 1.06392 4.09269 -0.07968 0.01 0.01 -0.20
C 0.49862 5.38841 -0.20428 0.02 -0.04 -0.04
H -4.43341 1.16681 -0.61370 0.01 -0.01 0.02
H -3.59950 2.66744 -1.11317 0.02 -0.02 0.01
H -3.24372 1.10346 -1.92204 0.01 0.01 0.01
H -2.82568 2.89055 1.20206 0.02 0.02 0.00
H -3.60911 1.36053 1.64479 -0.03 -0.01 0.00
H -1.55907 1.71948 3.07805 -0.02 0.01 0.02
H -1.44355 0.29248 2.02194 0.06 -0.05 0.05
H -0.77902 3.86893 1.76074 -0.03 -0.03 0.00
H 0.22322 3.09236 3.00074 0.02 -0.02 0.05
H 1.70667 4.52479 1.83456 -0.01 -0.03 0.04
H 2.04799 2.89980 1.21501 0.04 -0.04 0.00
H 1.13804 6.13970 0.26921 0.00 -0.01 0.00
H 0.41980 5.59921 -1.26851 0.00 -0.01 0.02
H -0.50332 5.44766 0.23275 0.00 -0.01 0.01
C -3.83158 -1.88058 -0.09569 -0.10 0.03 -0.08
N -3.21224 -1.43466 -1.32937 -0.10 -0.01 0.13
C -4.00131 -1.82681 -2.48061 -0.07 0.02 -0.08
C -1.85041 -1.91321 -1.41066 0.03 -0.11 -0.05
C -1.03333 -1.25562 -2.50450 0.20 -0.03 0.03
N -0.88961 0.17786 -2.28897 -0.06 -0.22 -0.14
C -0.97523 1.04994 -3.33864 -0.03 0.02 -0.19
C -1.01829 2.41843 -3.03703 -0.06 -0.05 -0.09
F -0.92073 2.74265 -1.69998 0.08 -0.07 0.06
C -1.13231 3.43257 -3.95304 0.02 -0.14 -0.03
F -1.16094 4.69135 -3.51401 -0.01 0.23 0.08
C -1.20901 3.14850 -5.30011 0.01 0.06 0.00
C -1.14038 1.81504 -5.64948 -0.01 0.06 0.13
F -1.17469 1.48239 -6.93670 0.00 -0.08 -0.17
C -1.01615 0.79196 -4.72403 0.04 0.23 0.11
F -0.87883 -0.44761 -5.21446 -0.01 -0.27 -0.02
H -3.90248 -2.97923 -0.02119 0.00 0.02 0.01
H -4.84272 -1.47659 -0.01751 0.00 -0.02 -0.02
H -3.25377 -1.52180 0.75834 -0.05 0.05 -0.06
H -4.04649 -2.92055 -2.60747 0.00 -0.01 -0.01
H -3.59522 -1.39310 -3.39667 -0.04 -0.03 0.06
H -5.02004 -1.45665 -2.36329 -0.01 -0.01 -0.02
H -1.81619 -3.00011 -1.59268 0.01 -0.01 0.02
H -1.37745 -1.73761 -0.43996 0.04 0.01 0.06
H -1.49849 -1.47099 -3.46024 0.01 0.04 -0.04
H -0.05081 -1.74957 -2.52548 -0.01 0.02 -0.05
H -1.29920 3.92482 -6.04582 0.00 -0.02 0.03
C 3.59664 -2.34257 3.49335 -0.01 0.04 0.03
Si 2.59638 -0.84333 3.99958 0.07 0.01 0.05
C 3.49382 0.73727 3.53840 -0.03 -0.03 0.04
C 2.20378 -0.88307 5.82861 0.03 0.00 -0.03
C 0.94648 -0.84708 3.06868 0.00 0.01 0.01
Te 1.27282 -0.90568 0.95707 0.19 -0.41 0.00
C 1.09689 -3.01800 0.66295 -0.13 -0.10 -0.02
Si -0.22472 -4.19443 1.40876 0.03 0.04 0.08
C -1.07877 -5.14647 0.03836 0.09 -0.06 0.03
C -1.54602 -3.35221 2.44565 0.03 0.00 -0.01
C 0.73644 -5.38893 2.48458 -0.04 0.04 -0.01
H 4.55901 -2.35026 4.01150 -0.04 0.00 0.00
H 3.80852 -2.34687 2.42140 0.00 0.01 0.00
H 3.08311 -3.27352 3.74543 0.00 0.01 -0.01
H 4.47479 0.78543 4.01729 -0.03 -0.01 0.00
H 2.93201 1.62103 3.85548 0.00 -0.03 -0.01
H 3.65380 0.80088 2.45946 0.01 0.00 -0.02
H 3.11990 -0.84370 6.42368 -0.03 0.00 -0.02
H 1.67235 -1.79776 6.10275 0.01 0.02 -0.02
H 1.58280 -0.03388 6.12518 0.02 -0.02 -0.02
H 0.39027 0.05981 3.30422 -0.01 0.04 -0.04
H 0.31833 -1.69540 3.32784 -0.04 -0.03 0.00
H 2.06929 -3.38130 1.00070 0.01 -0.03 -0.03
H 1.09654 -3.13528 -0.42499 -0.03 0.07 0.00
H -1.97239 -4.63685 -0.31769 -0.01 0.00 -0.01
H -1.39514 -6.11900 0.42552 0.02 0.02 0.01
H -0.42706 -5.33369 -0.81844 -0.02 0.00 0.03
H -1.95190 -2.45069 1.97970 0.11 -0.07 0.06
H -1.20156 -3.10179 3.45020 -0.01 0.00 -0.01
H -2.37547 -4.05617 2.56315 0.01 0.03 -0.02
H 1.48264 -5.93687 1.90383 -0.02 0.02 0.00
H 0.06845 -6.12411 2.94037 0.01 0.02 -0.01
H 1.25907 -4.87052 3.29228 -0.01 0.00 0.00
C 2.49017 2.60158 -2.90993 -0.08 -0.09 -0.01
C 2.59161 1.34249 -2.04443 0.20 -0.13 0.01
C 2.68788 0.09583 -2.92759 0.05 -0.01 -0.05
C 3.80497 1.43888 -1.11559 0.03 0.03 -0.01
N 1.40328 1.21203 -1.22950 0.01 0.33 0.05
H 3.36266 2.65868 -3.56428 -0.02 0.01 0.06
H 2.44939 3.49246 -2.28852 -0.02 0.08 0.06
H 1.59875 2.56520 -3.53701 0.01 0.00 -0.02
H 3.61397 0.12164 -3.50582 -0.04 0.00 0.02
H 1.84981 0.04458 -3.62446 -0.03 0.01 0.02
H 2.69071 -0.80915 -2.31632 0.02 0.00 0.01
H 4.70890 1.60543 -1.70465 -0.03 -0.01 0.02
H 3.93454 0.52271 -0.53968 -0.02 -0.04 0.02
H 3.68898 2.27348 -0.42231 0.01 0.03 -0.03
```
Forces are in eV/Å.

Results
**HOMO (alpha / beta)**: -10.2 / -10.2 eV
**Total charge**: +1
**E_tot**: -100158.1582 eV
**⟨S²⟩**: 0.8307
**Spin multiplicity**: 2


# 2
Computed, not measured: a cluster of 2 separate species, C2H5NO in total at a distorted geometry, with ωB97M-V with the def2-TZVPD basis set.

Structure (XYZ):
```
9
Properties=species:S:1:pos:R:3:forces:R:3
C -1.79819 0.36713 -1.49141 1.51 0.63 -2.03
C -0.11598 0.87132 0.17357 1.08 -0.38 2.53
N -1.06204 0.64668 -0.50064 -0.82 -0.03 -0.67
O 2.44996 -1.00183 1.42891 1.37 2.19 0.14
H -2.71931 -0.09653 -1.50820 -1.61 -1.05 0.78
H -1.29946 0.47481 -2.45626 -0.38 0.47 0.10
H 2.59261 -1.20121 2.34041 0.09 -0.30 0.84
H -0.01302 1.63285 0.94718 0.16 0.34 -0.76
H 1.96543 -1.69321 1.06644 -1.40 -1.87 -0.94
```
Forces are in eV/Å.

Results
**HOMO**: -7.7 eV
**E_tot**: -5689.1960 eV
**Spin multiplicity**: 1


# 3
Computed, not measured: a cluster of 2 separate species, H3PS4 in total at a distorted geometry, with ωB97M-V with the def2-TZVPD basis set.

Structure (XYZ):
```
8
Properties=species:S:1:pos:R:3:forces:R:3
P -3.28342 0.05218 -0.15760 1.47 1.81 0.47
S -2.04604 1.50341 -0.76428 -1.60 -2.07 0.41
S 1.57758 2.57196 0.41257 1.24 -0.09 1.87
S -2.28596 -1.77930 -0.21958 0.04 -0.08 -0.11
S -4.90109 0.24825 0.83601 0.29 -0.38 -0.50
H 1.49522 3.64206 -0.32959 -0.01 0.86 -0.51
H -3.01968 -2.62870 0.55611 -0.18 0.72 -0.27
H 2.46344 3.18846 1.35444 -1.24 -0.78 -1.36
```
Forces are in eV/Å.

Results
**HOMO**: -9.5 eV
**E_tot**: -52678.7434 eV
**Spin multiplicity**: 1


# 4
Computed, not measured: an isolated molecule of C6H9N at a distorted geometry, with ωB97M-V with the def2-TZVPD basis set.

Structure (XYZ):
```
16
Properties=species:S:1:pos:R:3:forces:R:3
C -0.48795 0.86184 1.94253 0.64 -2.34 0.08
C -0.03416 -0.53623 1.16284 -0.62 0.05 0.70
N -1.20807 1.23090 0.80672 -0.39 0.91 -0.52
C -0.25548 1.26664 -0.27144 0.33 -0.14 -0.69
C 0.13007 -0.21603 -0.24735 0.03 0.33 -0.13
C 1.14341 -0.93280 -1.10487 0.33 0.32 -0.17
C -0.31081 -1.07684 -1.41947 -0.17 -0.18 0.05
H 0.40743 1.44652 2.20890 -0.09 -0.01 -0.19
H -1.16182 0.81125 2.81633 0.51 -0.57 -0.33
H -0.08134 -1.64896 1.33238 -0.39 1.35 0.82
H 0.64360 1.88164 -0.08161 -0.32 0.10 0.14
H -0.72136 1.57873 -1.20565 0.06 -0.01 0.03
H 1.67206 -1.79377 -0.70352 -0.11 0.20 0.07
H 1.75290 -0.27662 -1.71605 -0.01 -0.19 -0.15
H -0.70865 -0.55486 -2.28803 0.07 -0.05 0.22
H -0.77984 -2.04143 -1.23171 0.12 0.21 0.10
```
Forces are in eV/Å.

Results
**HOMO (alpha / beta)**: -8.8 / -7.7 eV
**E_tot**: -7853.0181 eV
**Spin multiplicity**: 1


# 5
Computed, not measured: a structure of composition C11H16INO2 at a distorted geometry, with ωB97M-V with the def2-TZVPD basis set.

Structure (XYZ):
```
31
Properties=species:S:1:pos:R:3:forces:R:3
C -3.77609 1.63034 -0.59151 -0.06 0.03 0.03
C -3.52210 0.36820 -1.09748 -0.09 -0.06 0.00
C -2.72040 2.48134 -0.30422 -0.09 0.05 0.00
C -2.21723 -0.05050 -1.29873 -0.02 0.04 -0.05
C -1.41884 2.06492 -0.50915 0.01 0.05 -0.05
C -1.15578 0.79087 -0.99986 0.06 0.03 -0.12
C -0.07587 -1.28801 0.88960 0.11 0.27 0.15
C 1.07880 0.83813 2.47140 0.07 -0.10 0.29
C 3.37083 -2.65071 -0.78291 0.29 -0.11 0.12
C 0.26933 0.30475 -1.07996 0.04 0.11 0.25
C 0.65854 -0.09791 0.32479 2.68 -1.18 0.09
N 2.41579 -0.84021 0.30214 -2.63 0.50 0.16
O 0.81010 1.00364 1.09223 -0.31 0.02 -0.28
O 2.35371 -1.67716 -0.80737 -0.20 0.38 -0.31
I 3.73555 0.74821 0.00641 0.28 0.19 -0.28
H -4.79190 1.94997 -0.41493 -0.10 0.04 -0.02
H -4.34140 -0.29774 -1.32454 -0.07 -0.06 -0.04
H -2.91788 3.46812 0.08774 0.01 0.10 0.02
H -2.02452 -1.04248 -1.68262 0.04 -0.10 -0.04
H -0.59416 2.72186 -0.26953 0.03 0.01 0.00
H -0.09447 -2.08167 0.14986 0.01 -0.05 -0.07
H -1.09947 -1.00055 1.12995 -0.06 -0.01 0.01
H 0.41500 -1.66070 1.78374 0.02 -0.02 0.07
H 0.19074 0.49730 3.01055 0.04 0.01 -0.04
H 1.37183 1.82158 2.83424 -0.03 -0.07 0.02
H 1.90203 0.13665 2.62347 -0.05 0.02 0.01
H 3.28974 -3.28573 0.10315 -0.01 0.03 -0.01
H 4.36017 -2.17684 -0.79817 -0.09 -0.04 -0.03
H 3.23143 -3.23880 -1.68917 0.05 -0.02 0.05
H 0.37095 -0.54852 -1.74836 0.03 0.02 0.05
H 0.92559 1.11166 -1.41074 0.07 -0.09 0.01
```
Forces are in eV/Å.

Results
**HOMO**: -8.3 eV
**E_tot**: -25349.0191 eV
**Spin multiplicity**: 1


# 6
Computed, not measured: an isolated molecule of C2H4NP at a distorted geometry, with ωB97M-V with the def2-TZVPD basis set.

Structure (XYZ):
```
8
Properties=species:S:1:pos:R:3:forces:R:3
C 0.32567 0.86263 0.13326 -0.52 -1.39 -1.41
C -0.47084 -0.30296 -0.51666 1.45 -0.46 0.00
N -0.75703 -1.31428 0.15841 -1.45 -2.13 -0.77
P 1.96687 0.00934 -0.05249 -0.15 0.67 0.01
H 0.05901 1.74602 -0.40261 0.56 0.93 -0.47
H 0.02207 0.97348 1.15408 -0.17 -0.04 0.64
H -0.50200 -0.58680 -1.61678 -0.05 1.60 0.96
H -0.64375 -1.38744 1.14279 0.32 0.82 1.03
```
Forces are in eV/Å.

Results
**HOMO (alpha / beta)**: -8.4 / -8.2 eV
**E_tot**: -12913.8546 eV
**Spin multiplicity**: 1


# 7
Computed, not measured: an isolated molecule of C2H4NO4P at a distorted geometry, with ωB97M-V with the def2-TZVPD basis set.

Structure (XYZ):
```
12
Properties=species:S:1:pos:R:3:forces:R:3
C 0.24854 0.68853 -0.14539 0.48 -0.80 0.68
C -0.85482 -0.17460 -0.71165 1.45 -2.18 -0.61
N 3.95718 -0.36594 -0.24240 -0.52 2.60 0.51
O 5.08844 0.10906 -0.27727 3.45 1.59 0.06
O 0.13218 1.73590 0.42879 0.34 -0.49 -0.55
O 3.55514 -1.46420 -0.54780 -1.84 -4.28 -0.98
O 1.52251 0.02797 -0.21730 -3.50 0.66 -0.65
P 2.78848 0.91162 0.26151 0.62 0.06 0.66
H -1.50041 0.27188 -1.42064 -0.47 1.09 -0.51
H -0.40431 -1.05156 -1.24039 -0.06 0.84 0.28
H -1.48533 -0.68308 0.00828 0.05 0.51 0.74
H 2.79428 0.36538 1.57193 0.00 0.40 0.36
```
Forces are in eV/Å.

Results
**HOMO (alpha / beta)**: -7.4 / -10.3 eV
**E_tot**: -21101.2624 eV
**⟨S²⟩**: 2.0113
**Spin multiplicity**: 3


Q: Look up the E_tot of the sixth one.
A: -12913.8546 eV


Q: Which value of E_tot does entry 1 give?
A: -100158.1582 eV